[1]
DFT (ωB97M-V/def2-TZVPD) results for a molecular structure, C27H30Br2MoN4O2SSe4Si.

Structure (XYZ):
```
72
Properties=species:S:1:pos:R:3:lowdin_spin:R:1
Mo -0.7100 -1.7317 -0.4141 1.7663
Br 4.1783 -4.2101 -4.5252 0.0030
Br 4.7800 -3.1581 3.2921 -0.0012
Se -2.1868 -3.3637 -5.2388 0.0094
Se -3.0464 -2.4875 -3.2974 0.0172
Se -1.6693 -0.5264 -2.6462 -0.0161
Se -0.0048 -0.1897 -4.1880 0.0007
S -3.9106 -0.1988 0.2552 0.0052
Si 1.7710 2.4007 -0.7562 0.0009
O -4.8419 -0.3609 1.3447 0.0001
O -4.3945 -0.3481 -1.0888 0.0003
N 1.0216 -2.1319 0.6900 -0.0300
N 0.7708 -2.6628 -1.7614 0.0103
N -1.3212 -2.6401 1.3539 0.0242
N -2.6293 -1.1316 0.4664 0.0171
C 0.8384 -2.0802 2.1470 0.0084
C 1.3641 0.5863 -0.5904 0.0104
C 3.5766 2.5731 -1.2692 0.0005
C 3.2916 -2.9079 0.8624 0.0691
C 0.6977 3.2186 -2.0534 0.0002
C -1.9761 -2.1743 4.0097 0.0001
C -2.6116 -1.3952 2.9744 0.0037
C -0.0374 0.2840 -0.0501 -0.0143
C 1.4921 -3.5181 -3.8808 -0.0087
C -0.3544 -3.0329 2.3806 0.0100
C -2.7829 1.9331 1.5677 0.0004
C 2.0308 -2.8154 -1.2906 0.0135
C -2.2655 3.2167 1.6367 -0.0001
C 3.1973 -2.7638 2.2844 0.0064
C 1.5227 3.2837 0.8902 0.0000
C 3.0673 -3.2447 -2.0956 -0.0060
C -0.9402 -2.9860 3.7611 0.0013
C -2.7720 3.5571 -0.6773 0.0003
C 2.1557 -2.5880 0.1569 -0.0041
C -2.2479 4.0438 0.5163 0.0002
C 0.5210 -3.0129 -3.0277 0.0140
C 2.0909 -2.3822 2.9218 0.0471
C -2.2638 -1.7008 1.6894 0.0053
C 2.7753 -3.5968 -3.4032 0.0102
C -3.2952 1.4664 0.3663 0.0014
C -1.6556 5.4260 0.5826 0.0000
C -3.2935 2.2744 -0.7599 0.0011
H 2.0603 -2.2759 3.9977 0.0033
H -0.0818 0.4286 1.0369 0.0055
H -1.8455 3.5743 2.5708 0.0000
H -3.6687 1.8775 -1.6928 0.0000
H -1.0142 5.5368 1.4577 0.0000
H 0.7254 2.6441 -2.9832 -0.0001
H 4.1781 -3.3019 0.3970 0.0057
H 1.2007 -3.7833 -4.8861 -0.0006
H 1.7426 4.3528 0.8098 0.0001
H 1.4870 0.1650 -1.5983 0.0001
H 4.2395 2.0993 -0.5404 0.0001
H 0.4852 3.1748 1.2165 -0.0002
H -2.7412 4.1762 -1.5678 0.0000
H 2.1259 0.1164 0.0414 0.0006
H -1.0550 5.6319 -0.3051 0.0000
H 1.0236 4.2442 -2.2552 0.0000
H -0.3423 3.2454 -1.7228 0.0001
H 4.0675 -3.3278 -1.7011 0.0001
H -0.4961 -3.5967 4.5385 0.0005
H -3.4221 -0.7217 3.1909 0.0001
H -2.3743 -2.1122 5.0185 -0.0001
H -2.7660 1.2838 2.4345 0.0000
H 0.4740 -1.0801 2.4245 0.0022
H 3.8725 3.6213 -1.3688 0.0001
H 0.0021 -4.0419 2.1444 0.0008
H -0.4942 -2.9506 -3.3867 0.0002
H 2.1644 2.8608 1.6682 0.0000
H -2.4370 6.1888 0.6392 0.0000
H 3.7360 2.0833 -2.2334 0.0000
H -0.7791 0.9633 -0.4802 0.0036
```

Results
**Net charge**: -2
**2S+1**: 3
**Orbital gap (alpha / beta)**: 4.92 / 4.92 eV
**Relative energy (zero: lowest compared OMol25 entry of this formula, charge and spin)**: 0.0 kJ/mol
**Highest occupied orbital energy (alpha / beta)**: -1.2 / -1.2 eV
**<S²>**: 2.05

***

[2]
DFT (ωB97M-V/def2-TZVPD) results for a molecular structure, C29H46IrP2Se at a distorted geometry.

Structure (XYZ):
```
79
Properties=species:S:1:pos:R:3:lowdin_spin:R:1
Ir 0.3910 -0.9837 -1.5562 0.3063
Se -0.4419 1.7906 1.7139 0.5990
P -1.7060 -0.3798 -1.5737 0.0796
P 1.9982 0.4173 -0.4365 0.1617
C -0.9165 2.8460 3.1147 0.0643
C -1.2896 1.0705 -3.4854 0.5625
C -2.9172 0.5954 -0.7657 0.0221
C -1.6202 -0.9088 3.6122 0.0322
C 1.5086 -1.6206 1.7257 0.2496
C -1.4940 -2.2917 -1.6419 0.0235
C -0.4094 1.6165 -4.5674 0.0828
C -1.3431 4.1665 2.8564 0.0779
C 2.6971 2.1096 -0.1224 0.0503
C -1.3014 3.2424 5.4899 -0.0068
C 2.9715 -1.8668 1.8176 0.0263
C -1.9288 -2.9999 1.4630 0.0156
C -1.1517 -1.3101 -4.4921 -0.0019
C 0.9246 -3.6732 0.4262 0.0253
C -1.7649 -0.2943 -3.4604 0.0958
C -1.7204 4.5497 5.2192 0.0956
C 1.5696 0.5033 -3.3058 0.4354
C 0.5631 -2.3207 0.8684 0.1643
C 1.0700 -0.8963 -3.3605 -0.0037
C 0.8373 -0.9792 2.7795 0.0120
C -0.8971 2.3980 4.4715 0.0712
C 3.3197 -0.8551 -1.2032 0.0148
C 1.1062 1.6217 -4.2342 0.0749
C 1.4587 -0.1953 3.8566 -0.0029
C 0.3725 0.9396 -1.2947 0.1074
C -0.5624 -1.3071 2.6655 0.1802
C -0.7250 -2.1412 1.5589 0.1078
C -1.7297 4.9829 3.9028 -0.0072
C 0.3491 -1.2428 -4.6637 0.0011
H -1.9993 0.0825 3.3482 0.0161
H -1.2806 2.8612 6.5024 -0.0021
H -1.2197 -0.8690 4.6261 0.0033
H -3.5326 1.3046 -1.3844 0.0001
H 1.4034 0.8621 3.6137 0.0026
H -1.0593 -2.8147 -2.4736 0.0011
H 3.6575 1.9848 0.3879 0.0013
H -3.6263 -0.1122 -0.2765 0.0013
H 0.7068 -2.2203 -5.0051 -0.0005
H -2.0433 5.9827 3.6610 -0.0023
H 0.1390 -4.1859 -0.1259 0.0026
H 3.5568 -0.9241 1.7682 0.0101
H -1.9076 1.8322 -3.0252 0.0215
H -0.5490 1.3715 4.6884 0.0022
H -2.4600 -1.6006 3.5823 0.0012
H -0.2694 1.6109 -0.7253 0.0136
H -2.8345 -2.4182 1.2167 0.0052
H -1.3441 4.4903 1.8223 0.0013
H 1.3129 2.5716 -3.7174 0.0034
H 3.3282 -2.5744 1.0515 -0.0004
H 1.8441 -3.7293 -0.1534 0.0016
H -1.8219 -3.8169 0.7281 -0.0001
H -2.8246 -0.4878 -3.5006 0.0304
H 0.9267 -0.3621 4.7908 -0.0006
H -0.7170 2.6713 -4.6991 0.0062
H -2.1457 -3.4933 2.4265 0.0048
H 1.7536 -1.7439 -3.0651 0.0041
H 4.0663 -0.9601 -0.4247 0.0010
H -1.4096 -2.3283 -4.2109 -0.0003
H 1.7264 1.6357 -5.1517 0.0211
H -1.2070 -2.8238 -0.7562 0.0018
H 2.7530 -1.7573 -1.3349 0.0053
H -1.6265 -1.0657 -5.4440 0.0000
H -0.6044 1.0839 -5.5242 0.0141
H 0.6476 1.3040 -2.2990 0.0292
H 3.2257 -2.3135 2.8079 0.0073
H 1.0660 -4.1744 1.3656 0.0107
H 2.8310 2.7499 -1.0029 0.0067
H 3.7638 -0.5271 -2.1335 0.0025
H 1.9835 2.5673 0.5722 0.0171
H -2.4364 1.2198 0.0401 0.0202
H 0.6286 -0.5497 -5.4698 0.0003
H -2.5882 -2.3657 -1.7166 -0.0003
H 2.4981 -0.4490 3.9837 -0.0003
H 2.4941 0.7062 -2.7668 0.0131
H -2.0241 5.1915 6.0253 0.0055
```

Results
**Net charge**: +1
**2S+1**: 5
**Orbital gap (alpha / beta)**: 6.12 / 4.83 eV
**Relative energy (zero: lowest compared OMol25 entry of this formula, charge and spin)**: 725.3 kJ/mol
**Highest occupied orbital energy (alpha / beta)**: -9.0 / -9.3 eV
**<S²>**: 6.07

***

| no. | total energy (Eh) |
| --- | --- |
| 1 | -16926.1342 |
| 2 | -4320.3187 |